(1)
{"formula": "C14H29IN3O4PS2", "method": "wB97M-V/def2-TZVPD", "elements": ["C", "C", "C", "C", "C", "C", "P", "N", "C", "C", "N", "C", "C", "I", "N", "C", "C", "C", "O", "C", "S", "O", "S", "O", "O", "H", "H", "H", "H", "H", "H", "H", "H", "H", "H", "H", "H", "H", "H", "H", "H", "H", "H", "H", "H", "H", "H", "H", "H", "H", "H", "H", "H", "H"], "coordinates": [[-3.5342, -0.0664, -4.1108], [-2.3934, -0.8495, -3.4524], [-1.1978, 0.0443, -3.0724], [-0.3690, -0.4398, -1.8356], [1.0497, -0.8802, -2.2787], [-0.3223, 0.6487, -0.6879], [0.6276, 2.0798, -1.5323], [0.0534, 3.5142, -1.6851], [0.4650, 0.1349, 0.6248], [0.3715, -1.4115, 0.8436], [1.5777, -2.1151, 0.4381], [1.4627, -3.5699, 0.4785], [0.0504, 0.8420, 1.9456], [0.3492, 3.0575, 1.7200], [0.7640, 0.3669, 3.0997], [0.7980, 1.2093, 4.3088], [2.1312, -0.0832, 2.9210], [3.1829, 0.8412, 2.3788], [2.4168, -1.1814, 3.2937], [-1.4680, 0.5615, 2.0278], [-2.3887, 0.5925, 3.5874], [-2.1461, 1.4781, 1.1794], [-2.0881, 1.0621, -0.3658], [-2.5225, 2.2120, -1.0749], [-2.7863, -0.1893, -0.4642], [-4.2848, 0.2317, -3.3811], [-3.1455, 0.8251, -4.6056], [-4.0246, -0.6685, -4.8768], [-2.7508, -1.4027, -2.5889], [-2.0361, -1.5954, -4.1690], [-1.5378, 1.0755, -2.9596], [-0.5372, 0.0542, -3.9405], [-0.9050, -1.3116, -1.4765], [1.1533, -1.9589, -2.1890], [1.2636, -0.5692, -3.2977], [1.8412, -0.4898, -1.6423], [0.8601, 1.4797, -2.7649], [1.8651, 1.9624, -0.8726], [0.5805, 4.2269, -1.2017], [1.5100, 0.3668, 0.4244], [-0.4822, -1.8340, 0.3206], [0.1723, -1.5890, 1.9076], [2.3484, -1.8129, 1.0127], [0.4099, -3.8566, 0.5133], [1.9575, -4.0045, 1.3479], [1.8728, -4.0156, -0.4308], [0.9160, 0.5552, 5.1750], [-0.1144, 1.7779, 4.4267], [1.6437, 1.9023, 4.2957], [3.3331, 0.6397, 1.3186], [4.1119, 0.5846, 2.8878], [2.9613, 1.8921, 2.5297], [-1.6474, -0.4247, 1.6017], [-1.4188, 0.1003, 4.3486]], "forces_ev_per_angstrom": [[0.117, -0.171, -0.053], [0.174, -0.074, -0.286], [-0.015, -0.114, 0.026], [-0.025, 0.232, -0.451], [0.065, -0.094, 0.370], [0.314, -0.206, 0.048], [-0.239, 0.852, 0.263], [0.280, -0.233, -0.350], [-0.304, -0.185, -0.483], [0.065, -0.020, 0.575], [-0.122, 0.252, -0.409], [-0.162, 0.034, -0.129], [0.036, 0.272, 0.127], [-0.035, -0.077, 0.148], [0.118, 0.334, -0.389], [-0.047, -0.268, 0.344], [-0.200, -0.017, -0.077], [0.332, 0.032, 0.180], [0.127, -0.553, 0.177], [-0.332, -0.025, 0.161], [-0.216, 0.455, -0.022], [0.220, 0.178, -0.126], [-0.025, -0.355, -0.101], [-0.051, -0.256, 0.102], [-0.003, 0.167, -0.013], [0.037, 0.154, 0.023], [-0.079, 0.045, 0.008], [-0.092, 0.007, 0.066], [-0.108, 0.047, 0.109], [0.036, -0.053, 0.100], [-0.081, 0.009, 0.099], [0.024, 0.179, 0.027], [0.056, 0.045, 0.260], [-0.023, -0.029, -0.181], [-0.011, -0.095, -0.064], [0.036, 0.049, 0.024], [-0.015, -0.092, -0.054], [0.119, -0.242, -0.047], [-0.218, 0.061, 0.157], [-0.027, -0.030, -0.022], [0.008, 0.040, -0.169], [-0.095, 0.010, 0.032], [0.092, -0.083, 0.103], [0.019, -0.022, 0.065], [-0.010, -0.060, 0.041], [0.127, -0.016, 0.072], [-0.026, -0.022, -0.030], [-0.027, 0.091, -0.099], [-0.078, 0.104, -0.082], [-0.007, 0.105, -0.065], [0.005, 0.022, -0.066], [-0.097, 0.053, -0.163], [0.202, -0.142, 0.181], [0.162, -0.294, 0.043]], "lowdin_charge": [-0.093, -0.245, -0.207, -0.369, -0.077, -0.434, 0.721, -0.297, -0.270, -0.193, -0.104, -0.098, -0.635, 1.068, -0.138, -0.128, -0.491, -0.003, 0.137, -0.701, 0.871, -0.344, 0.623, -0.239, -0.243, 0.073, 0.075, 0.066, 0.089, 0.106, 0.085, 0.104, 0.104, 0.077, 0.069, 0.060, 0.019, 0.002, -0.052, 0.074, 0.113, 0.123, 0.083, 0.082, 0.081, 0.071, 0.104, 0.039, 0.071, 0.086, 0.100, 0.033, 0.089, -0.136], "orbital_gap_ha": 0.314}

=====

(2)
{"formula": "C14H29N3NiSi2", "method": "wB97M-V/def2-TZVPD", "elements": ["Ni", "N", "C", "C", "N", "C", "C", "N", "H", "H", "H", "H", "H", "H", "H", "H", "H", "H", "H", "H", "H", "C", "Si", "C", "C", "C", "C", "C", "C", "C", "Si", "C", "C", "H", "H", "H", "H", "H", "H", "H", "H", "H", "H", "H", "H", "H", "H", "H", "H"], "coordinates": [[0.1706, -0.6628, -0.4914], [0.6283, -1.1275, -2.4802], [0.7693, -2.6046, -2.5110], [-0.2716, -3.3352, -1.6326], [-0.4038, -2.7581, -0.3160], [0.4552, -3.3005, 0.8073], [1.8621, -2.7356, 0.8694], [1.8625, -1.2539, 0.6997], [-0.1185, -0.9411, -3.1500], [1.4788, -0.6919, -2.8285], [1.7894, -2.8303, -2.1672], [0.6398, -2.9945, -3.5605], [-0.1559, -4.4328, -1.5966], [-1.2176, -3.1692, -2.1052], [-1.3760, -2.9525, -0.0743], [0.4938, -4.3722, 0.7568], [-0.0580, -3.1139, 1.7642], [2.5552, -3.1840, 0.1400], [2.2049, -3.0631, 1.8918], [2.7074, -0.9341, 0.2806], [1.8615, -0.8596, 1.6750], [2.5513, 1.4285, -0.8217], [0.6335, 1.4539, -0.8410], [0.0633, 2.0162, -2.4921], [-0.0658, 2.7022, 0.3822], [0.0181, 4.0943, 0.2839], [-0.9491, 4.9456, 0.8915], [-1.9641, 4.3485, 1.6738], [-1.9549, 2.9860, 1.8844], [-1.0000, 2.1587, 1.2543], [-1.1025, 0.2407, 1.1760], [-0.6732, -0.4712, 2.9567], [-2.8918, -0.2853, 0.9791], [2.9553, 2.4384, -1.1184], [2.9862, 0.7267, -1.5636], [3.0783, 1.2776, 0.1332], [-0.2990, 3.0677, -2.5328], [-0.8144, 1.4234, -2.9135], [0.8534, 1.8904, -3.2742], [0.7805, 4.5144, -0.3947], [-0.8985, 6.0189, 0.7016], [-2.8019, 4.8894, 2.1002], [-2.6088, 2.5726, 2.6390], [-0.8568, 0.3158, 3.7737], [0.3358, -0.8578, 3.1477], [-1.3719, -1.3060, 3.2259], [-3.4601, 0.2593, 0.1807], [-3.5001, -0.1667, 1.9158], [-2.9199, -1.3650, 0.6808]], "forces_ev_per_angstrom": [[-0.419, -0.065, 1.123], [-0.545, -1.713, -0.850], [0.596, -0.950, -0.698], [0.712, 0.067, -0.454], [0.154, -0.683, 1.340], [-1.037, 0.481, -0.671], [0.402, -0.089, 0.647], [-0.610, -0.703, 2.004], [0.189, 0.642, 0.233], [-0.275, 0.013, 0.066], [-0.255, -0.106, -0.175], [0.377, 0.170, 0.929], [0.465, 0.261, -0.279], [-0.761, 0.080, -0.413], [0.394, 0.553, 0.438], [0.234, -0.834, -0.242], [0.036, 0.444, -0.493], [-0.408, 0.083, 0.117], [0.142, 0.466, -0.941], [0.708, 0.177, -0.331], [-0.280, -0.098, -1.527], [1.116, 1.687, -0.664], [1.284, 0.270, 0.981], [-0.994, 0.467, -2.549], [0.101, 0.514, -0.030], [-0.710, 1.080, -0.123], [0.584, -1.174, -0.355], [0.382, 0.373, -0.435], [1.155, -0.352, 0.206], [-1.109, -0.746, 0.226], [0.233, -0.476, 1.066], [-1.000, 0.753, 1.224], [-1.733, -0.126, 0.030], [-0.200, -0.653, -0.001], [-0.256, 0.176, 0.307], [-0.500, -0.273, -0.034], [0.414, -0.455, -0.009], [0.883, 0.521, 0.725], [-0.377, 0.253, 0.467], [-0.428, 0.045, 0.453], [-0.143, -0.278, 0.177], [0.299, 0.424, 0.008], [-0.421, -0.174, -0.200], [0.272, -0.934, -1.021], [-0.002, 0.141, -0.181], [0.447, 0.512, -0.352], [0.579, -0.315, 0.529], [0.354, -0.182, -0.642], [-0.046, 0.726, 0.376]], "lowdin_spin": [1.332, 0.053, 0.007, 0.007, 0.044, 0.004, 0.005, 0.037, 0.007, 0.002, 0.001, 0.002, 0.002, 0.001, 0.003, 0.000, 0.002, 0.000, 0.001, 0.003, 0.001, 0.040, 0.133, 0.039, 0.009, 0.003, 0.001, 0.000, 0.001, 0.003, 0.123, 0.031, 0.048, 0.012, 0.002, 0.000, 0.007, 0.005, 0.002, 0.001, 0.000, 0.000, 0.001, 0.007, 0.001, 0.001, 0.001, 0.012, 0.004], "multiplicity": 3, "orbital_gap_ha": [0.134, 0.280], "s2": 2.0098}

=====

(3)
{"formula": "C14H30BBrF3N4O12P2", "method": "wB97M-V/def2-TZVPD", "elements": ["N", "B", "O", "C", "O", "N", "C", "N", "Br", "P", "O", "O", "O", "N", "C", "C", "C", "F", "F", "F", "C", "P", "O", "O", "O", "H", "H", "H", "H", "H", "H", "H", "H", "H", "H", "H", "H", "H", "H", "O", "C", "O", "C", "C", "C", "H", "H", "H", "H", "H", "H", "H", "H", "O", "C", "O", "C", "C", "C", "H", "H", "H", "H", "H", "H", "H", "H"], "coordinates": [[-1.5503, 1.5088, -1.9407], [-0.8852, 1.8297, -0.7068], [-0.8661, 3.1145, -0.2329], [-0.1472, 0.7626, 0.2475], [-1.1477, 0.2230, 1.0464], [0.9090, 1.4693, 1.0456], [1.9961, 0.6797, 1.0849], [3.1974, 1.0806, 1.4570], [4.5990, -0.1400, 1.3632], [3.6303, 2.6755, 1.9741], [4.2507, 3.4209, 0.8955], [2.2971, 3.2466, 2.5527], [4.5600, 2.4269, 3.2131], [1.7707, -0.6218, 0.6271], [1.3536, -1.3346, 1.8889], [0.4955, -2.5638, 1.6833], [0.1711, -3.2098, 3.0187], [-1.0603, -2.8746, 3.4568], [1.0502, -2.8597, 3.9929], [0.2111, -4.5527, 2.9181], [0.7686, -0.2880, -0.4058], [0.1826, -1.6469, -1.4640], [0.9293, -2.8825, -1.2620], [0.4312, -1.0906, -2.9359], [-1.3799, -1.8055, -1.2768], [-2.5582, 1.4350, -1.8919], [-1.1877, 0.7042, -2.4277], [-1.7094, 3.5480, -0.4181], [-1.3490, 0.8566, 1.7582], [0.6135, 1.7987, 1.9663], [2.3084, 4.2153, 2.4986], [5.4422, 2.7357, 2.9442], [0.8457, -0.6748, 2.5931], [2.2707, -1.6562, 2.3683], [1.0274, -3.2909, 1.0899], [-0.4493, -2.3296, 1.2102], [1.3102, 0.3257, -1.1280], [-0.3930, -1.1180, -3.4522], [-1.6487, -2.6640, -1.6434], [-1.0328, 1.8857, 3.1014], [-1.3748, 2.1994, 4.2297], [-2.6151, 1.9384, 4.5834], [-3.1142, 2.0973, 5.9304], [-3.5798, 3.5104, 6.1957], [-0.4431, 2.9317, 5.1535], [-2.3697, 1.7579, 6.6494], [-3.9491, 1.4043, 5.9886], [-2.7622, 4.2282, 6.1248], [-4.0087, 3.5787, 7.1943], [-4.3382, 3.8003, 5.4695], [-0.5188, 3.9977, 4.9398], [0.5750, 2.6079, 4.9516], [-0.6492, 2.7636, 6.2060], [-1.6549, -1.6468, -5.5423], [-0.9785, -2.0050, -6.4767], [-1.0914, -3.2718, -6.8853], [-0.4808, -3.7678, -8.0870], [0.9483, -4.2091, -7.8575], [0.0311, -1.0892, -7.1255], [-0.5648, -3.0341, -8.8885], [-1.0955, -4.6183, -8.3730], [1.5840, -3.3772, -7.5540], [1.3599, -4.6394, -8.7699], [0.9874, -4.9594, -7.0686], [0.9614, -1.1468, -6.5606], [-0.3498, -0.0731, -7.0703], [0.2352, -1.3168, -8.1676]], "forces_ev_per_angstrom": [[0.100, -0.409, 0.553], [0.211, 0.345, -0.482], [-0.861, -0.457, 0.859], [0.430, 0.725, -0.691], [0.044, -0.552, 0.072], [0.154, -0.862, 0.288], [-0.179, -0.076, -0.137], [-0.301, -0.260, 0.864], [0.079, 0.098, 0.003], [0.695, 0.463, -0.669], [0.096, 0.101, -0.213], [-0.356, -0.125, 0.401], [0.174, -0.076, -0.046], [0.089, 0.268, -0.138], [0.099, -0.465, 0.101], [0.188, -0.056, 0.126], [-0.051, -0.315, 0.084], [0.335, 0.005, 0.009], [-0.267, -0.112, -0.141], [-0.096, 0.386, 0.119], [-0.829, 0.269, 0.018], [0.941, -1.212, -0.204], [0.250, -0.192, 0.407], [-0.915, 0.617, 0.120], [-0.255, 0.367, -0.139], [-0.065, 0.292, -0.334], [-0.218, -0.158, 0.010], [0.346, 0.442, -0.399], [-0.275, 0.011, 0.181], [-0.155, 0.975, -0.272], [-0.219, -0.017, -0.063], [0.112, -0.163, 0.359], [-0.142, 0.253, -0.116], [0.255, 0.064, -0.004], [0.057, -0.167, -0.264], [-0.186, 0.045, -0.133], [0.326, -0.217, -0.239], [0.206, -0.020, -0.491], [-0.153, 0.021, 0.165], [0.359, 0.140, 0.088], [-0.176, 0.167, 0.014], [-0.020, -0.207, -0.026], [-0.131, 0.113, 0.252], [0.091, 0.070, -0.176], [0.136, -0.268, 0.113], [0.069, 0.021, -0.049], [0.004, -0.033, -0.101], [0.023, -0.014, 0.070], [-0.011, -0.019, 0.011], [-0.048, -0.024, 0.029], [-0.034, 0.019, 0.015], [0.000, 0.056, -0.105], [-0.081, 0.091, 0.001], [0.154, 0.111, 0.355], [0.186, -0.065, 0.039], [-0.183, 0.009, -0.035], [0.151, -0.098, -0.144], [0.009, 0.077, 0.146], [-0.222, 0.087, -0.210], [0.008, 0.048, 0.033], [-0.051, 0.002, 0.062], [0.009, 0.021, -0.062], [-0.014, -0.011, -0.012], [-0.013, -0.042, -0.028], [0.018, -0.021, 0.000], [0.018, 0.011, 0.121], [0.081, -0.073, 0.034]], "lowdin_charge": [0.213, -0.533, 0.171, -0.359, 0.058, 0.190, -0.418, -0.408, 0.954, 0.308, -0.209, -0.069, -0.106, -0.017, -0.121, -0.048, -0.587, 0.138, 0.121, 0.143, -0.191, 0.449, -0.229, -0.102, -0.084, 0.101, 0.043, 0.119, 0.068, 0.122, 0.129, 0.112, 0.132, 0.104, 0.123, 0.114, 0.150, 0.069, 0.119, 0.061, -0.474, 0.044, -0.200, -0.053, 0.038, 0.118, 0.130, 0.072, 0.090, 0.089, 0.108, 0.087, 0.082, 0.075, -0.527, 0.011, -0.223, -0.060, 0.019, 0.114, 0.126, 0.069, 0.085, 0.086, 0.097, 0.093, 0.074], "charge": 1, "orbital_gap_ha": 0.322}